# 1
C40H30N9Sn | wB97M-V/def2-TZVPD

```
80
Properties=species:S:1:pos:R:3:lowdin_charge:R:1
Sn -0.5626 -1.0258 0.0464 1.365
C -3.8683 -4.0034 -0.6289 -0.027
C -2.8147 -3.1008 -0.8193 -0.116
N -2.0431 -2.7087 0.1711 -0.048
C -2.2486 -3.1648 1.4365 -0.154
C -3.2779 -4.0828 1.7101 -0.146
C -4.0918 -4.4872 0.6321 0.021
C -3.4349 -4.5688 3.0307 -0.036
C -2.5672 -4.1423 3.9907 -0.058
C -1.5378 -3.2172 3.7200 0.004
C -1.3516 -2.6957 2.4565 -0.216
N -0.3839 -1.8156 2.0133 -0.123
C 0.8757 -1.6858 2.5956 -0.256
C 1.1715 -1.5074 3.9256 -0.013
C 2.5071 -1.3999 4.3735 -0.052
C 3.5565 -1.4520 3.5075 -0.026
C 3.3043 -1.5977 2.1219 -0.146
C 4.3260 -1.6382 1.1489 0.017
C 4.0106 -1.7595 -0.1757 -0.031
C 2.6554 -1.8248 -0.5398 -0.125
N 1.6868 -1.8035 0.3429 -0.017
C 1.9779 -1.7008 1.6703 -0.178
H -4.4761 -4.3026 -1.4683 0.113
H -2.5951 -2.6871 -1.7951 0.106
H -4.8918 -5.1922 0.8171 0.128
H -4.2263 -5.2661 3.2497 0.114
H -2.6628 -4.5115 5.0015 0.113
H -0.8927 -2.9311 4.5318 0.090
H 0.3781 -1.3953 4.6475 0.108
H 2.6846 -1.2569 5.4288 0.112
H 4.5738 -1.3574 3.8529 0.117
H 5.3569 -1.5705 1.4678 0.126
H 4.7708 -1.7899 -0.9391 0.111
H 2.3633 -1.8776 -1.5816 0.105
C 0.4864 -2.8041 -4.6833 -0.039
C 0.1224 -2.8708 -3.3533 -0.142
N -0.1318 -1.7848 -2.6232 -0.027
C -0.0280 -0.5967 -3.1971 -0.141
C 0.3728 -0.4133 -4.5221 -0.186
C 0.6102 -1.5548 -5.2737 -0.003
C 0.4651 0.9136 -5.1475 -0.024
C 0.9193 2.0837 -4.6799 -0.019
C 1.5575 2.4659 -3.4105 -0.257
C 1.8531 3.8139 -3.2104 0.008
C 2.4673 4.1613 -2.0242 -0.105
N 2.7780 3.2629 -1.0967 0.092
C 2.4610 2.0106 -1.3862 -0.186
N 1.8757 1.5581 -2.4819 0.148
H 0.6730 -3.7067 -5.2438 0.111
H 0.0403 -3.8225 -2.8470 0.114
H -0.2778 0.2514 -2.5814 0.062
H 0.8884 -1.4705 -6.3148 0.124
H 0.1132 0.9335 -6.1727 0.117
H 0.8413 2.9168 -5.3657 0.107
H 1.6172 4.5569 -3.9554 0.114
H 2.7198 5.1924 -1.8118 0.117
H 2.7113 1.2742 -0.6328 0.102
C -4.5974 2.3853 0.9594 -0.049
C -4.0090 1.1817 0.6211 -0.143
N -2.7546 1.0873 0.1810 -0.001
C -2.0458 2.1988 0.0760 -0.147
C -2.5243 3.4636 0.4272 -0.195
C -3.8410 3.5431 0.8584 -0.011
C -1.7083 4.6804 0.3046 -0.029
C -0.4199 4.8852 0.5905 -0.027
C 0.5875 3.9756 1.1488 -0.273
C 1.9088 4.4035 1.2457 -0.034
C 2.8377 3.4954 1.7169 -0.136
N 2.4973 2.2713 2.1049 0.099
C 1.2045 1.9843 2.0189 -0.207
N 0.2363 2.7529 1.5583 0.140
H -5.6202 2.4166 1.2991 0.106
H -4.5573 0.2537 0.7106 0.105
H -1.0375 2.0907 -0.3037 0.070
H -4.2704 4.4992 1.1189 0.121
H -2.2521 5.5445 -0.0605 0.115
H -0.0424 5.8851 0.4101 0.108
H 2.2038 5.3948 0.9385 0.113
H 3.8868 3.7550 1.7784 0.115
H 0.9097 1.0018 2.3695 0.092
```

charge: +1
calculated total energy: -61205.071 eV
relative energy (zero: lowest compared OMol25 entry of this formula, charge and spin): 0.0000 eV

# 2
C40H31CrF3N4O2P2S2 | wB97M-V/def2-TZVPD

```
85
Properties=species:S:1:pos:R:3:lowdin_charge:R:1
Cr 0.1925 -1.2520 -0.4561 0.433
S -2.7891 -0.6752 0.0337 0.229
P -1.7320 0.9274 0.5715 0.331
C -0.1755 0.9218 -0.0283 -0.646
P 1.3371 1.5445 0.2921 0.356
S 2.8420 0.3662 -0.3115 0.237
C 1.5916 3.2041 -0.4818 -0.354
C 2.8399 3.6324 -0.9235 -0.115
C 2.9916 4.8869 -1.5008 -0.105
C 1.8958 5.7296 -1.6438 -0.119
C 0.6470 5.3122 -1.2025 -0.092
C 0.5020 4.0570 -0.6251 -0.097
C 1.6765 1.9665 2.0546 -0.313
C 1.8919 3.2580 2.5252 -0.095
C 2.1464 3.4878 3.8737 -0.115
C 2.1826 2.4269 4.7646 -0.115
C 1.9636 1.1332 4.3028 -0.084
C 1.7141 0.9058 2.9607 -0.087
C -2.7447 2.3637 -0.0041 -0.334
C -3.7664 2.9341 0.7502 -0.088
C -4.5556 3.9491 0.2243 -0.103
C -4.3427 4.4025 -1.0705 -0.120
C -3.3370 3.8279 -1.8384 -0.098
C -2.5497 2.8179 -1.3067 -0.112
C -1.7928 1.1496 2.3928 -0.327
C -1.4533 2.3717 2.9712 -0.109
C -1.3909 2.5113 4.3489 -0.103
C -1.6562 1.4208 5.1683 -0.109
C -1.9886 0.1986 4.6017 -0.087
C -2.0651 0.0670 3.2208 -0.102
H 3.6800 2.9551 -0.8230 0.062
H 3.9688 5.2071 -1.8448 0.090
H 2.0159 6.7062 -2.0992 0.086
H -0.2180 5.9569 -1.3095 0.095
H -0.4717 3.7253 -0.2880 0.081
H 1.8636 4.0996 1.8434 0.092
H 2.3149 4.5010 4.2230 0.088
H 2.3811 2.6027 5.8160 0.089
H 1.9955 0.2930 4.9850 0.086
H 1.5572 -0.1038 2.5994 0.075
H -3.9487 2.5780 1.7569 0.103
H -5.3429 4.3851 0.8289 0.091
H -4.9587 5.1951 -1.4796 0.086
H -3.1669 4.1678 -2.8540 0.092
H -1.7608 2.3612 -1.8939 0.071
H -1.2194 3.2223 2.3389 0.106
H -1.1079 3.4633 4.7821 0.095
H -1.5885 1.5208 6.2456 0.090
H -2.1835 -0.6620 5.2314 0.097
H -2.3321 -0.8802 2.7684 0.061
F 1.2098 -10.1736 -4.2209 0.111
C 0.5535 -9.9548 -3.0616 -0.577
F 1.1517 -10.7414 -2.1339 0.115
F -0.6863 -10.4801 -3.2269 0.113
C 0.5245 -8.5193 -2.6666 -0.161
C -0.0704 -8.1631 -1.4577 -0.028
C -0.1151 -6.8411 -1.0671 -0.018
C 0.4323 -5.8257 -1.8730 -0.257
C 1.0260 -6.2083 -3.0847 -0.031
C 1.0720 -7.5345 -3.4774 -0.033
C 0.3850 -4.4658 -1.4642 -0.162
C 0.3202 -3.2944 -1.1160 -0.036
H -0.4969 -8.9279 -0.8196 0.117
H -0.5725 -6.5595 -0.1284 0.119
H 1.4561 -5.4395 -3.7125 0.110
H 1.5376 -7.8037 -4.4162 0.108
O 0.2932 -1.8730 1.5296 -0.270
N -0.3621 -2.6943 2.2245 -0.003
C 0.1917 -3.0819 3.3610 -0.320
C -0.5676 -3.9688 4.1811 -0.224
N -1.1528 -4.6841 4.8704 0.103
C 1.4756 -2.6554 3.8253 -0.197
N 2.5147 -2.3553 4.2221 0.149
C 1.0365 1.0276 -5.5497 -0.072
N 0.5827 0.7592 -4.2078 -0.170
C 0.2916 1.8963 -3.3495 -0.035
C 0.7275 -0.4670 -3.6667 -0.280
O 0.5385 -0.7247 -2.5022 -0.088
H 0.3558 1.7295 -6.0353 0.083
H 1.0487 0.1060 -6.1312 0.079
H 2.0404 1.4653 -5.5566 0.089
H -0.5553 2.4569 -3.7544 0.090
H 1.1598 2.5582 -3.2859 0.097
H 0.0517 1.5312 -2.3483 0.040
H 1.0488 -1.2345 -4.3907 0.147
```

charge: -2
calculated total energy: -128861.567 eV
relative energy (zero: lowest compared OMol25 entry of this formula, charge and spin): 0.1754 eV
2S+1: 5

# 3
C40H31CrO6P | wB97M-V/def2-TZVPD

```
79
Properties=species:S:1:pos:R:3:lowdin_charge:R:1
C -6.1935 -2.9142 0.9506 -0.072
C -5.1898 -3.1207 -0.1522 -0.235
O -3.9705 -2.4447 0.2253 0.002
C -3.0752 -2.6002 -0.7861 -0.505
C -1.7167 -2.1287 -0.5484 0.024
P -0.5824 -3.1571 -1.3992 0.722
C -0.8803 -2.9286 -3.1859 -0.269
C -1.6015 -1.8292 -3.6541 -0.092
C -1.8401 -1.6796 -5.0267 -0.074
C -1.3524 -2.6324 -5.9306 -0.079
C -0.6165 -3.7290 -5.4591 -0.072
C -0.3842 -3.8789 -4.0856 -0.060
C 1.0982 -2.4951 -1.1960 -0.246
C 1.2495 -1.1279 -1.0146 -0.086
C 2.5142 -0.5884 -0.7984 -0.107
C 3.6479 -1.4034 -0.7634 -0.070
C 3.5077 -2.7806 -0.9868 -0.062
C 2.2329 -3.3230 -1.1914 -0.045
O -0.5737 -4.6180 -1.0481 -0.301
O -3.4303 -3.1308 -1.8552 0.073
H -7.1440 -3.3674 0.6628 0.082
H -5.8627 -3.3931 1.8791 0.082
H -6.3662 -1.8482 1.1308 0.080
H -4.9827 -4.1952 -0.2815 0.139
H -5.5727 -2.7058 -1.0975 0.131
H -1.5065 -1.6620 0.3966 0.082
H -1.9827 -1.0957 -2.9454 0.099
H -2.4113 -0.8159 -5.3778 0.104
H -1.5404 -2.5150 -7.0022 0.106
H -0.2230 -4.4672 -6.1616 0.107
H 0.1763 -4.7410 -3.7178 0.113
H 0.3768 -0.4826 -0.9876 0.085
H 2.5892 0.4823 -0.6367 0.042
H 4.6260 -0.9595 -0.5530 0.106
H 4.3966 -3.4200 -0.9915 0.112
H 2.1153 -4.3958 -1.3394 0.114
O 3.7487 6.8314 1.9151 0.194
C 3.5363 5.9370 1.1983 -0.036
Cr 3.2854 4.3439 0.1760 0.245
C 2.7810 3.5053 1.7743 -0.086
O 2.5916 2.9886 2.8048 0.177
C 5.0459 3.8623 0.7336 -0.060
O 6.0551 3.5849 1.2458 0.183
C 3.4025 5.2171 -1.8258 -0.075
C 2.1536 5.5094 -1.2541 -0.088
C 1.3616 4.4806 -0.7198 -0.067
C 1.7421 3.1215 -0.8227 -0.231
C 0.9724 2.0704 -0.1751 0.065
C 0.3886 1.3182 0.6087 0.020
C -0.2856 0.5811 1.5895 -0.118
C 0.4467 -0.3227 2.4775 -0.172
C 1.8555 -0.2758 2.4979 -0.026
C 2.5828 -0.8611 3.5306 -0.057
C 1.9255 -1.5298 4.5680 -0.057
C 0.5342 -1.6962 4.5078 -0.056
C -0.1913 -1.1415 3.4531 -0.036
C -1.5891 1.0946 1.9945 -0.181
C -2.4926 1.6414 1.0533 -0.023
C -3.6504 2.2914 1.4919 -0.065
C -3.8919 2.4663 2.8647 -0.065
C -2.9833 1.9708 3.8055 -0.060
C -1.8664 1.2680 3.3731 -0.025
C 3.0410 2.8736 -1.3254 -0.081
C 3.8540 3.8928 -1.8403 -0.095
H 4.0447 6.0141 -2.2098 0.151
H 1.7971 6.5409 -1.1900 0.151
H 0.4258 4.7166 -0.2026 0.159
H 2.3567 0.3192 1.7348 0.094
H 3.6680 -0.7830 3.5204 0.110
H 2.4792 -1.9423 5.4108 0.111
H 0.0033 -2.2487 5.2858 0.115
H -1.2766 -1.2718 3.4245 0.124
H -2.2606 1.5510 -0.0124 0.117
H -4.3593 2.6759 0.7583 0.108
H -4.7765 2.9936 3.2109 0.108
H -3.1157 2.1107 4.8782 0.113
H -1.1560 0.8981 4.1150 0.114
H 3.4303 1.8586 -1.2932 0.123
H 4.8541 3.6361 -2.2030 0.153
```

charge: +1
calculated total energy: -91968.207 eV
2S+1: 4

What is the formula in the third record? C40H31CrO6P